1.
ORCA calculation (wB97M-V/def2-TZVPD) on C14H20GaGeO4 as an isolated structure.

```
40
Properties=species:S:1:pos:R:3:forces:R:3
Ga 0.46470 0.04443 0.05154 0.9 -0.1 -0.1
C -0.29826 6.74012 -0.07353 0.0 0.0 0.0
O 1.10309 6.45245 -0.04038 0.0 0.0 0.0
C 1.49959 5.18650 -0.01859 0.0 0.0 0.0
C 2.90089 4.98899 0.02206 0.0 0.1 0.0
C 3.39573 3.72747 0.02984 0.0 0.0 0.0
C 2.54987 2.58098 0.01024 0.0 0.0 0.0
C 3.10147 1.27782 0.00842 0.0 0.1 0.0
C 4.57134 1.00849 -0.02718 0.0 0.0 0.0
O 2.38010 0.22649 0.05118 -0.1 -0.1 0.0
C 1.14307 2.80349 -0.00640 0.1 0.0 0.0
O 0.23261 1.82899 0.00062 -0.3 -0.1 0.0
C 0.63859 4.09844 -0.03089 -0.1 0.0 0.0
H -0.37657 7.82102 -0.08728 0.0 0.0 0.0
H -0.79292 6.34690 0.81465 0.0 0.0 0.0
H -0.75511 6.32808 -0.97345 0.0 0.0 0.0
H 3.54615 5.85590 0.04294 0.0 0.0 0.0
H 4.46713 3.59591 0.06450 0.0 0.0 0.0
H 5.14425 1.78383 -0.52402 0.0 0.0 0.0
H 4.73377 0.05363 -0.52213 0.0 0.0 0.0
H 4.93286 0.91222 1.00021 0.0 0.0 0.0
H -0.43346 4.21738 -0.05205 0.0 0.0 0.0
O -2.96617 -0.54848 0.14361 -0.2 0.1 0.0
C -2.09390 0.14739 0.23959 -0.3 -0.2 0.0
C 2.58347 -2.45847 -1.92048 0.0 0.0 0.1
Ge 1.78442 -2.97814 -0.21503 -0.3 0.0 0.0
C 1.12610 -4.80789 -0.32329 0.1 0.0 0.0
C 2.87397 -2.72118 1.38457 0.0 0.0 -0.1
C 0.13770 -1.86611 -0.00460 -0.1 0.5 0.0
H 3.63983 -2.72323 -1.96316 0.0 0.0 0.0
H 2.48963 -1.38474 -2.08539 0.1 0.0 0.0
H 2.06976 -2.98262 -2.72619 0.0 0.0 0.0
H 1.97278 -5.48346 -0.45719 0.0 0.0 0.0
H 0.45405 -4.93246 -1.17208 0.0 0.0 0.0
H 0.60381 -5.09518 0.58910 0.0 0.0 0.0
H 3.93594 -2.81225 1.15627 0.0 0.0 0.0
H 2.61646 -3.47444 2.12840 0.0 0.0 0.0
H 2.69973 -1.73418 1.81080 0.1 0.0 0.0
H -0.38783 -2.10210 0.92505 0.0 -0.1 0.0
H -0.56067 -2.03350 -0.82826 0.0 -0.1 0.0
```
Positions in Å, forces in eV/Å.

Output
E_LUMO (eV): -3.6178
Multiplicity: 1
Net charge: +1
HOMO level (eV): -12.19

2.
ORCA calculation (wB97M-V/def2-TZVPD) on C29H46N6S2Si4Ti as an isolated structure at a distorted geometry.

```
88
Properties=species:S:1:pos:R:3:forces:R:3
Ti 0.76525 0.21968 -0.39660 0.6 -1.3 0.4
N 0.29143 2.21611 2.58373 0.0 0.0 0.0
C 1.56966 1.84008 2.36428 -0.3 -0.2 -0.2
N 1.91224 1.02492 1.38555 0.2 0.1 0.0
C 3.28182 0.77980 1.42054 -0.2 -0.1 -0.3
C 3.96372 1.42561 2.38165 0.1 0.0 0.1
S 2.87551 2.36071 3.33994 0.2 0.2 0.2
C 3.78262 -0.12324 0.38666 -0.4 0.2 -0.1
C 5.02452 -0.60171 0.23329 0.2 -0.1 0.0
S 5.09945 -1.61813 -1.15737 0.3 0.0 0.0
C 3.44670 -1.30732 -1.47571 -0.4 0.1 0.2
N 2.84757 -0.52761 -0.58172 0.3 0.1 -0.1
N 2.84441 -1.80983 -2.56363 0.0 -0.1 0.0
H -0.41358 1.57315 2.25007 0.0 0.0 0.0
H 0.06107 2.66608 3.45447 0.0 0.0 0.0
H 5.02143 1.42039 2.58419 0.0 0.0 0.0
H 5.89158 -0.43243 0.84903 0.0 0.0 0.0
H 3.29844 -2.52643 -3.10324 0.0 0.0 0.0
H 1.84133 -1.76020 -2.62421 -0.1 0.0 0.0
C -1.14097 6.13465 -1.49455 0.0 0.0 0.0
C -0.72303 4.73884 -1.14074 0.0 0.2 -0.1
C 0.59720 4.32429 -1.26937 0.0 -0.2 0.0
C 0.92728 3.02248 -0.94862 0.1 0.4 0.0
N 0.03137 2.13499 -0.51157 -0.3 0.8 -0.1
C -1.24493 2.52028 -0.39702 -0.1 0.1 0.0
C -1.65200 3.80349 -0.68762 0.0 -0.1 0.0
H -0.32524 6.69979 -1.93960 0.0 0.0 0.0
H -1.48331 6.66059 -0.60161 0.0 0.0 0.0
H -1.97306 6.11744 -2.19948 0.0 0.0 0.0
H 1.36419 4.99207 -1.63778 0.0 0.0 0.0
H 1.95201 2.67847 -1.05679 0.0 0.0 0.0
H -1.95114 1.76365 -0.08142 0.0 0.0 0.0
H -2.69841 4.05978 -0.58274 0.0 0.0 0.0
C -0.18202 -0.22268 -2.29661 -0.1 0.1 -0.3
C 0.10636 0.90327 -3.22513 0.0 0.0 0.2
C 1.39671 1.15746 -3.70570 0.1 0.1 0.0
C 1.69474 2.30920 -4.41773 0.0 -0.1 0.1
C 0.69731 3.24212 -4.67186 0.0 0.4 -0.2
C -0.60757 2.98630 -4.25122 0.0 -0.1 0.0
C -0.89059 1.83517 -3.54327 0.0 0.1 -0.1
C 1.00620 4.48798 -5.33698 0.0 -0.4 0.0
N 1.26371 5.47846 -5.86002 0.0 0.0 0.1
H 0.17584 -1.17450 -2.69726 0.0 0.0 0.0
H -1.25952 -0.35602 -2.17125 0.0 0.0 0.0
H 2.19550 0.45193 -3.50542 0.0 0.0 0.0
H 2.70396 2.49146 -4.76338 0.0 0.0 0.0
H -1.39181 3.69597 -4.48334 0.0 0.0 0.0
H -1.90732 1.64981 -3.21589 0.0 0.0 0.0
C -3.84381 -0.30977 0.09337 -0.1 0.0 -0.1
Si -2.79120 -0.72404 1.59083 0.2 0.1 0.0
C -2.70835 0.81517 2.67640 -0.1 0.2 0.1
C -3.72593 -1.97435 2.60734 -0.1 -0.1 0.1
Si -0.66917 -1.49335 0.95731 0.0 0.0 0.0
Si -1.04820 -3.46163 -0.28489 0.1 0.2 0.1
C -1.91880 -3.16109 -1.91088 -0.1 -0.1 -0.2
C 0.62073 -4.26954 -0.60081 0.1 -0.1 -0.1
C -2.10804 -4.74606 0.55605 -0.1 -0.1 0.1
Si 0.44093 -2.23932 2.89533 0.0 0.1 -0.2
C 0.55540 -0.93031 4.23016 0.0 0.1 0.2
C 2.19132 -2.73533 2.44391 0.2 -0.1 0.0
C -0.35776 -3.70631 3.72707 0.0 -0.1 0.1
H -4.71731 0.27785 0.39165 0.0 0.0 0.0
H -4.21305 -1.23380 -0.35725 0.0 0.0 0.0
H -3.31826 0.23475 -0.69510 0.0 0.0 0.0
H -3.70431 0.99903 3.09129 0.0 0.0 0.0
H -2.42705 1.73130 2.15033 0.0 0.0 0.0
H -2.02919 0.67244 3.52103 0.0 0.0 0.0
H -4.71294 -1.56663 2.84692 0.0 0.0 0.0
H -3.22044 -2.20021 3.54753 0.0 0.0 0.0
H -3.86979 -2.91219 2.07199 0.0 0.0 0.0
H -1.32490 -2.63380 -2.65285 0.0 0.0 0.0
H -2.85433 -2.61399 -1.78687 0.0 0.0 0.0
H -2.16716 -4.14644 -2.31876 0.0 0.1 -0.1
H 1.42938 -3.54487 -0.70289 0.1 0.1 -0.1
H 0.58567 -4.88605 -1.50446 0.0 0.0 0.0
H 0.88897 -4.92195 0.23413 0.0 0.0 0.0
H -3.12697 -4.40062 0.73146 0.0 0.0 0.0
H -1.70423 -5.09685 1.50289 0.0 0.0 0.1
H -2.16896 -5.60394 -0.12185 0.0 0.0 0.1
H 1.19121 -0.08808 3.95688 0.0 0.0 0.0
H 1.00460 -1.39930 5.11141 0.0 0.1 0.0
H -0.42480 -0.54935 4.52475 0.0 0.0 0.0
H 2.69928 -1.98821 1.83183 0.0 0.0 0.0
H 2.19485 -3.67430 1.88458 0.0 0.0 0.0
H 2.78205 -2.88494 3.35314 0.0 0.0 0.0
H -1.39638 -3.52520 4.00553 0.0 0.0 0.0
H 0.20411 -3.90647 4.64545 -0.1 0.0 0.0
H -0.32379 -4.60859 3.11909 0.0 0.0 0.0
```
Positions in Å, forces in eV/Å.

Output
E_LUMO (spin up / spin down) (eV): -2.9076 / -2.8163
Multiplicity: 2
Net charge: +1
HOMO level (spin up / spin down) (eV): -10.41 / -10.33

3.
ORCA calculation (wB97M-V/def2-TZVPD) on C30H32CrN4O2P2SSe as an isolated structure at a distorted geometry.

```
73
Properties=species:S:1:pos:R:3:forces:R:3
Cr 0.87623 0.89931 -0.53382 -0.1 -0.4 -1.0
O 3.57528 1.61334 -1.82050 0.2 0.1 -0.1
C 3.00068 0.55818 -1.96037 -0.4 -0.2 -0.3
O 1.72456 0.39697 -2.29772 0.5 0.5 0.6
C 3.69594 -0.74331 -1.65887 -0.2 -0.1 0.1
C 5.05588 -0.87359 -1.89031 0.1 -0.1 0.0
C 5.69609 -2.06685 -1.59608 0.0 0.0 0.0
C 4.97957 -3.11892 -1.03996 0.0 0.0 0.0
C 3.62151 -2.98318 -0.78291 0.0 0.0 0.0
C 2.96568 -1.79667 -1.09780 -0.1 0.1 -0.1
P 1.15183 -1.58563 -0.81912 0.5 -0.4 0.1
C 0.86887 -2.79876 0.53088 -0.1 0.2 0.1
C 1.38414 -2.43439 1.77979 -0.1 0.0 0.0
C 1.18480 -3.23239 2.89413 0.0 0.0 -0.1
C 0.44522 -4.40492 2.78185 0.0 0.0 0.0
C -0.06625 -4.77805 1.55030 0.0 0.0 0.0
C 0.14944 -3.98332 0.42855 0.0 -0.1 0.0
C 0.42027 -2.34564 -2.30815 -0.2 0.1 0.1
C -0.93305 -2.68522 -2.31937 0.0 0.0 0.0
C -1.51512 -3.23598 -3.45163 0.0 0.0 0.0
C -0.75229 -3.43901 -4.59198 0.0 0.0 0.0
C 0.58700 -3.07697 -4.59765 0.0 0.0 0.0
C 1.17185 -2.53179 -3.46343 0.0 0.0 0.0
H 5.59594 -0.03382 -2.30770 0.0 0.0 0.0
H 6.75439 -2.17828 -1.79583 0.0 0.0 0.0
H 5.48029 -4.04844 -0.80027 0.0 0.0 0.0
H 3.07425 -3.80656 -0.34069 0.0 0.0 0.0
H 1.95470 -1.51625 1.87633 0.0 0.0 0.0
H 1.60216 -2.94096 3.84975 0.0 0.0 0.0
H 0.27500 -5.02598 3.65179 0.0 0.0 0.0
H -0.63608 -5.69348 1.45502 0.0 0.0 0.0
H -0.23598 -4.30451 -0.52918 0.0 0.0 0.0
H -1.54216 -2.51216 -1.44230 0.0 0.0 0.0
H -2.56565 -3.49634 -3.44366 0.0 0.0 0.0
H -1.20154 -3.87275 -5.47634 0.0 0.0 0.0
H 1.18227 -3.21182 -5.49124 0.0 0.0 0.0
H 2.21376 -2.24274 -3.48666 0.0 0.0 0.0
Se 1.61931 5.73336 -1.05314 -0.2 -0.4 0.3
C 1.24940 3.99801 -0.78166 0.2 0.5 -0.2
N 1.00946 2.87272 -0.60547 0.0 0.1 0.1
C 0.46737 6.00075 2.83941 0.0 -0.1 0.0
C -0.67732 5.09326 2.52584 0.1 0.1 -0.1
C -1.38602 4.38200 3.45499 0.1 0.0 0.1
C -2.43174 3.56913 2.98029 -0.2 -0.2 0.0
N -2.74652 3.44442 1.71226 0.0 0.1 -0.1
C -2.06762 4.17222 0.77462 -0.1 -0.1 -0.1
S -2.39418 4.13482 -0.85562 0.0 0.2 0.3
N -1.03736 4.97446 1.23820 0.0 -0.1 -0.1
C -3.26950 2.77108 3.94222 0.0 0.0 0.0
H 0.72215 5.94399 3.89499 0.0 0.0 0.0
H 0.20711 7.03103 2.59144 0.0 0.0 0.0
H 1.33382 5.72965 2.23376 0.0 0.0 0.0
H -1.15440 4.46256 4.50643 0.0 0.0 0.0
H -0.49130 5.44458 0.51603 0.1 0.1 -0.1
H -3.09925 3.06747 4.97564 0.0 0.0 0.0
H -3.05996 1.70186 3.84150 0.0 0.0 0.0
H -4.32170 2.90029 3.69459 0.0 0.0 0.0
C -2.25240 0.49432 -2.14967 -0.1 0.1 0.1
P -2.42114 0.84789 -0.34690 0.0 -0.6 0.0
C -4.23152 1.15792 -0.26922 0.1 0.1 0.0
C -2.51011 -0.87638 0.34837 0.0 0.1 0.0
H -2.94400 -0.28356 -2.48139 0.0 0.0 0.0
H -1.23632 0.20234 -2.42635 0.0 0.0 0.0
H -2.47737 1.42146 -2.68018 0.0 0.0 0.0
H -4.76223 0.37213 -0.81302 0.0 0.0 0.0
H -4.46030 2.13097 -0.69727 0.0 0.0 0.0
H -4.55096 1.16158 0.77411 0.0 0.0 0.0
H -3.20500 -1.51757 -0.20216 0.0 0.0 0.0
H -2.87125 -0.79890 1.37831 0.0 0.0 0.0
H -1.53084 -1.35587 0.39022 0.0 0.0 0.0
N -0.01132 0.96021 2.53460 -0.1 0.3 -0.3
C 0.28277 0.95729 1.41261 -0.2 -0.1 0.9
H -0.52926 1.22934 3.34680 0.1 -0.1 0.1
```
Positions in Å, forces in eV/Å.

Output
E_LUMO (spin up / spin down) (eV): 0.0415 / -0.2945
Multiplicity: 5
HOMO level (spin up / spin down) (eV): -7.45 / -7.53

> Among the records above, which one has the lowest multiplicity?

C14H20GaGeO4

> Which of these has the highest multiplicity?

C30H32CrN4O2P2SSe